# 1
Here is a cluster of 2 separate species, CH5IOSi in total at a distorted geometry from the Open Molecules 2025 dataset. Energies are from the ωB97M-V functional and the def2-TZVPD basis.

Properties
**Energy above the lowest of the compared OMol25 structures with the same formula, charge and spin**: 139.0 kcal/mol
**Maximum force**: 3.72 eV/Å
**Highest occupied orbital energy (alpha / beta)**: -7.68 / -10.08 eV
**Total charge**: 0
**Energy**: -19139.957 eV

Each line ends with the Löwdin charge.
Cartesian coordinates (Å):
C  0.950  0.060  0.965  -0.23
O  0.651  1.287  0.510  -0.05
Si  -1.736  2.250  4.278  0.08
I  0.661  2.485  4.259  0.30
H  1.962  -0.024  1.028  0.06
H  0.601  -0.685  0.235  0.09
H  0.540  -0.026  2.010  0.08
H  -2.129  0.830  4.113  -0.17
H  -2.697  2.869  5.288  -0.15


# 2
Here is a cluster of 2 separate species, CH5IOSi in total at a distorted geometry from the Open Molecules 2025 dataset. Energies are from the ωB97M-V functional and the def2-TZVPD basis.

Properties
**Energy above the lowest of the compared OMol25 structures with the same formula, charge and spin**: 109.5 kcal/mol
**Maximum force**: 3.55 eV/Å
**Highest occupied orbital energy (alpha / beta)**: -9.27 / -9.27 eV
**Total charge**: 0
**Energy**: -19141.235 eV

Each line ends with the Löwdin charge.
Cartesian coordinates (Å):
C  0.923  0.299  -0.474  -0.09
O  -1.687  0.306  1.071  -0.28
Si  -0.123  -0.160  1.037  0.01
I  0.494  -2.659  1.460  0.24
H  1.434  -0.528  -0.955  -0.02
H  -1.223  -0.580  -0.995  0.20
H  0.644  0.989  -1.186  -0.05
H  -2.137  0.818  1.730  0.04
H  0.174  0.257  2.393  -0.06


# 3
Here is a cluster of 2 separate species, CH5ISi in total at a distorted geometry from the Open Molecules 2025 dataset. Energies are from the ωB97M-V functional and the def2-TZVPD basis.

Properties
**Energy above the lowest of the compared OMol25 structures with the same formula, charge and spin**: 95.7 kcal/mol
**Maximum force**: 4.88 eV/Å
**Highest occupied orbital energy**: -9.07 eV
**Total charge**: 0
**Energy**: -17092.374 eV

Each line ends with the Löwdin charge.
Cartesian coordinates (Å):
C  -0.460  1.203  0.045  -0.97
Si  0.672  -0.367  -0.143  0.49
I  0.365  2.992  0.794  0.66
H  -1.318  1.246  -0.583  -0.08
H  -1.312  0.642  1.529  0.15
H  1.893  0.211  -0.702  -0.11
H  0.890  -0.650  1.468  -0.04
H  0.348  -1.522  -1.024  -0.09


# 4
Here is the molecule CH5ISi at a distorted geometry from the Open Molecules 2025 dataset. Energies are from the ωB97M-V functional and the def2-TZVPD basis.

Properties
**Maximum force**: 5.89 eV/Å
**Highest occupied orbital energy (alpha / beta)**: -5.40 / -9.83 eV
**Total charge**: 0
**Spin multiplicity**: 3
**Energy**: -17090.573 eV

Each line ends with the Löwdin charge.
Cartesian coordinates (Å):
C  0.189  -1.044  -0.333  -0.94
Si  -0.210  0.685  0.471  0.53
I  -0.336  -2.941  0.632  0.70
H  -0.102  -1.008  -1.362  -0.08
H  1.495  -1.185  -0.461  0.08
H  -0.405  1.387  -0.735  -0.10
H  -1.518  0.408  1.174  -0.09
H  0.554  0.877  1.671  -0.10


# 5
Here is a structure of composition CH5Li3N2O2 from the Open Molecules 2025 dataset. Energies are from the ωB97M-V functional and the def2-TZVPD basis.

Properties
**Maximum force**: 0.60 eV/Å
**Highest occupied orbital energy**: -15.28 eV
**Total charge**: +2
**Energy**: -8795.687 eV

Each line ends with the Löwdin charge.
Cartesian coordinates (Å):
Li  -1.333  -3.102  3.035  0.89
Li  0.947  -2.452  1.022  0.87
Li  -2.357  -3.056  -0.158  0.90
O  -0.996  -2.592  1.185  -0.65
H  -1.155  -1.633  1.193  -0.06
C  0.519  1.694  -1.274  -0.67
O  0.163  1.872  -2.408  0.09
N  1.314  2.511  -0.545  0.17
N  0.154  0.490  -0.641  0.10
H  1.694  3.310  -1.023  0.12
H  1.336  2.507  0.458  0.10
H  -0.569  0.062  -1.193  0.08
H  0.280  0.390  0.350  0.05


# 6
Here is a structure of composition CH5LuO at a distorted geometry from the Open Molecules 2025 dataset. Energies are from the ωB97M-V functional and the def2-TZVPD basis.

Properties
**Maximum force**: 3.08 eV/Å
**Highest occupied orbital energy (alpha / beta)**: -11.46 / -13.23 eV
**Total charge**: +1
**Spin multiplicity**: 2
**Energy**: -36776.329 eV

Each line ends with the Löwdin charge.
Cartesian coordinates (Å):
H  -0.187  1.287  -0.014  0.15
C  0.833  -0.982  -0.954  -0.35
H  1.703  -0.348  -0.702  -0.03
H  1.277  -1.934  -1.291  -0.04
H  0.210  -0.653  -1.807  -0.03
Lu  -0.595  -1.376  1.088  1.50
O  -0.754  0.911  0.788  -0.28
H  -0.820  1.584  1.470  0.08


# 7
Here is the molecule CH5N at a distorted geometry from the Open Molecules 2025 dataset. Energies are from the ωB97M-V functional and the def2-TZVPD basis.

Properties
**Energy above the lowest of the compared OMol25 structures with the same formula, charge and spin**: 6.6 kcal/mol
**Maximum force**: 3.95 eV/Å
**Highest occupied orbital energy**: -9.01 eV
**Total charge**: 0
**Energy**: -2607.615 eV

Each line ends with the Löwdin charge.
Cartesian coordinates (Å):
C  0.267  -0.394  0.414  -0.17
N  -0.370  0.736  -0.348  -0.08
H  1.073  -0.750  -0.148  0.03
H  -0.476  -1.199  0.487  0.07
H  0.576  -0.081  1.412  0.06
H  0.192  1.234  -0.957  0.00
H  -1.263  0.453  -0.860  0.08


# 8
Here is the molecule CH5N at a distorted geometry from the Open Molecules 2025 dataset. Energies are from the ωB97M-V functional and the def2-TZVPD basis.

Properties
**Energy above the lowest of the compared OMol25 structures with the same formula, charge and spin**: 17.2 kcal/mol
**Maximum force**: 2.59 eV/Å
**Highest occupied orbital energy**: -9.44 eV
**Total charge**: 0
**Energy**: -2607.154 eV

Each line ends with the Löwdin charge.
Cartesian coordinates (Å):
C  0.130  0.282  -0.455  -0.24
N  0.036  -0.282  0.892  -0.08
H  -0.789  0.418  -1.164  0.09
H  0.518  -0.406  -1.216  0.04
H  1.027  0.967  -0.384  0.08
H  -0.612  0.256  1.453  0.05
H  -0.311  -1.235  0.873  0.05


# 9
Here is a cluster of 2 separate species, CH5N2PS in total at a distorted geometry from the Open Molecules 2025 dataset. Energies are from the ωB97M-V functional and the def2-TZVPD basis.

Properties
**Energy above the lowest of the compared OMol25 structures with the same formula, charge and spin**: 80.6 kcal/mol
**Maximum force**: 4.17 eV/Å
**Highest occupied orbital energy (alpha / beta)**: -7.34 / -8.21 eV
**Total charge**: 0
**Energy**: -24218.505 eV

Each line ends with the Löwdin charge.
Cartesian coordinates (Å):
C  -0.529  1.667  -0.553  -0.09
N  0.833  1.353  -0.450  -0.19
N  1.482  0.509  -0.068  0.06
P  0.471  -1.732  0.868  0.24
S  -0.736  -3.191  1.575  -0.04
H  -0.695  2.286  -1.562  0.14
H  -0.827  2.278  0.294  0.09
H  -0.839  0.614  -0.550  0.06
H  1.077  -1.142  2.090  -0.08
H  1.467  -2.332  0.273  -0.18


# 10
Here is the ion CH5N2S2 with charge +1 at a distorted geometry from the Open Molecules 2025 dataset. Energies are from the ωB97M-V functional and the def2-TZVPD basis.

Properties
**Energy above the lowest of the compared OMol25 structures with the same formula, charge and spin**: 9.0 kcal/mol
**Maximum force**: 3.48 eV/Å
**Highest occupied orbital energy**: -13.68 eV
**Total charge**: +1
**Energy**: -25762.009 eV

Each line ends with the Löwdin charge.
Cartesian coordinates (Å):
N  1.063  0.358  -0.455  0.12
C  -0.114  -0.186  -0.493  -0.74
N  -0.770  -0.859  -1.383  0.13
S  -1.084  -0.060  1.010  0.65
S  0.396  0.407  2.405  0.51
H  1.666  0.496  -1.278  0.16
H  1.287  0.811  0.463  0.03
H  -0.433  -0.875  -2.328  0.14
H  -1.777  -1.208  -1.194  0.18
H  -0.233  1.116  3.253  -0.19


# 11
Here is the ion CH5N2Si with charge +1 at a distorted geometry from the Open Molecules 2025 dataset. Energies are from the ωB97M-V functional and the def2-TZVPD basis.

Properties
**Energy above the lowest of the compared OMol25 structures with the same formula, charge and spin**: 18.1 kcal/mol
**Maximum force**: 5.65 eV/Å
**Highest occupied orbital energy**: -16.59 eV
**Total charge**: +1
**Energy**: -11967.132 eV

Each line ends with the Löwdin charge.
Cartesian coordinates (Å):
C  1.168  -0.635  0.064  -0.12
Si  -0.303  0.668  -0.709  0.83
N  -1.399  0.454  0.719  -0.06
N  -2.034  -0.074  1.433  0.35
H  0.756  -1.656  -0.316  0.08
H  2.108  -0.461  -0.352  0.00
H  1.172  -0.626  1.089  -0.02
H  -1.205  0.146  -1.586  -0.06
H  -0.262  2.183  -0.343  0.01


# 12
Here is a cluster of 2 separate species, CH5N3 in total at a distorted geometry from the Open Molecules 2025 dataset. Energies are from the ωB97M-V functional and the def2-TZVPD basis.

Properties
**Energy above the lowest of the compared OMol25 structures with the same formula, charge and spin**: 0.0 kcal/mol
**Maximum force**: 2.07 eV/Å
**Highest occupied orbital energy**: -9.39 eV
**Total charge**: 0
**Energy**: -5588.976 eV

Each line ends with the Löwdin charge.
Cartesian coordinates (Å):
N  0.547  1.845  2.472  0.01
N  0.265  2.891  2.266  0.02
C  -0.220  -0.448  -0.173  -0.23
N  -0.280  -0.957  -1.540  -0.08
H  -0.515  0.615  -0.149  0.06
H  -0.949  -0.993  0.436  0.07
H  0.751  -0.543  0.329  0.05
H  0.394  -0.476  -2.128  0.05
H  0.007  -1.933  -1.513  0.05